62
Properties=species:S:1:pos:R:3:forces:R:3:mulliken_charge:R:1 method="wB97M-V/def2-TZVPD" de_lowest_kj_mol=0.00 e_tot_ev=-93724.699 spin_multiplicity=1 homo_lumo_gap_ev=6.24 charge=-2 homo_ev=-2.4 mol_weight_g_mol=768.0
Ba 0.15404 0.16888 -0.46963 -0.6 -1.2 -1.0 1.923
O 0.45326 2.51078 2.44105 -0.1 -0.2 0.0 -0.577
C 1.65007 2.93559 1.83501 0.3 0.1 0.1 -0.268
C 2.70025 1.82323 1.68598 -0.1 0.1 0.2 -0.970
N 2.74371 1.20551 0.36859 0.0 0.0 0.0 0.498
C 3.48616 -0.04284 0.41500 0.1 -0.2 0.2 -0.693
C 2.71996 -1.17086 1.16679 0.8 0.0 0.2 0.359
O 3.39017 -1.97761 1.81857 0.1 0.1 -0.1 -0.816
O 1.47034 -1.15662 1.00692 0.2 -0.7 0.8 -0.721
C 3.22152 2.13673 -0.64756 -0.1 0.2 -0.2 -1.018
C 2.10165 2.70475 -1.57350 0.7 0.4 0.1 0.496
O 2.26484 3.84102 -2.03030 0.1 0.0 0.0 -0.809
O 1.15024 1.91036 -1.79844 0.1 0.6 -0.7 -0.643
H -0.18389 2.19277 1.76129 -0.2 0.2 0.0 0.283
H 2.06534 3.70682 2.49724 0.0 0.0 -0.1 0.356
H 1.46044 3.40498 0.86350 0.0 0.0 0.0 0.169
H 2.46334 1.05406 2.42460 0.0 0.0 0.0 0.360
H 3.70082 2.22920 1.93720 -0.1 0.0 0.0 0.400
H 4.48147 0.08190 0.87503 -0.1 0.0 0.0 0.204
H 3.63947 -0.39370 -0.60917 0.0 0.0 0.0 0.467
H 3.91967 1.62042 -1.31265 0.0 0.0 0.0 0.529
H 3.77317 2.97520 -0.20168 -0.1 0.0 0.0 0.199
F -1.48924 -3.58787 -5.14142 0.0 0.0 0.1 -0.235
C -1.74760 -4.30059 -4.02669 0.0 -0.2 -0.3 0.636
F -2.65663 -5.24903 -4.42486 0.0 0.0 0.0 -0.344
F -0.63259 -4.99606 -3.73832 0.0 0.1 0.0 -0.238
C -2.28728 -3.49033 -2.89456 -0.1 0.1 0.1 -0.116
C -3.55251 -3.77605 -2.42089 0.0 0.1 0.1 -0.172
C -4.08209 -3.03205 -1.37536 0.0 0.1 0.0 -1.055
C -3.29064 -2.01322 -0.86001 -0.3 -0.2 0.0 -0.156
N -2.08271 -1.72357 -1.29894 0.2 0.2 0.2 0.187
C -1.52566 -2.43295 -2.30773 -0.2 -0.3 -0.2 0.154
S 0.03511 -2.02894 -2.82172 0.5 0.0 -0.3 -0.485
H -4.12270 -4.57933 -2.86906 0.0 0.0 0.0 0.445
H -5.06878 -3.22294 -0.97854 0.0 0.0 0.0 0.420
H -3.65494 -1.38784 -0.05245 -0.1 0.0 0.0 0.252
O -1.32582 1.71694 0.54509 -0.5 0.7 0.8 -0.884
C -2.57911 2.15392 0.28113 -0.2 0.1 0.2 3.312
C -2.90767 1.89454 -1.18874 -0.2 -0.1 -0.3 -0.441
C -2.07720 2.19860 -2.22782 0.0 0.0 0.2 -0.636
C -2.60929 1.83116 -3.48680 0.0 0.0 -0.2 -0.838
C -3.84188 1.26867 -3.39653 -0.2 -0.1 0.2 -0.506
S -4.36646 1.17124 -1.76506 0.1 0.1 -0.1 -0.097
C -2.73745 3.65105 0.55374 -0.1 0.1 -0.1 -0.632
C -2.13982 4.38240 1.53177 0.1 -0.2 0.0 -0.735
C -2.57729 5.72950 1.55802 0.0 0.2 0.0 -0.673
C -3.50492 6.00131 0.60299 -0.1 0.0 -0.2 -0.592
S -3.83462 4.61859 -0.36121 0.1 0.1 0.2 0.008
C -3.57990 1.42151 1.19248 -0.1 0.0 0.1 -0.629
C -3.30004 0.32411 1.94889 0.2 0.1 -0.2 -0.996
C -4.41066 -0.14695 2.69285 -0.1 -0.1 0.1 -0.612
C -5.52400 0.60911 2.50595 0.0 0.2 -0.1 -0.636
S -5.22104 1.91846 1.43082 0.1 -0.2 0.1 0.032
H -1.09882 2.63719 -2.08851 0.1 0.0 0.0 0.747
H -2.07778 1.96019 -4.41722 0.0 0.0 0.0 0.411
H -4.45394 0.87567 -4.19092 0.0 0.0 0.0 0.445
H -1.40072 3.96507 2.19823 0.1 -0.1 0.0 0.582
H -2.20637 6.46808 2.25375 0.0 0.0 0.0 0.386
H -3.98233 6.94335 0.39019 0.0 0.0 0.0 0.419
H -2.31437 -0.11457 1.96515 0.0 0.0 0.0 0.714
H -4.37675 -1.01214 3.33883 0.0 0.0 0.0 0.385
H -6.49865 0.47711 2.94586 0.0 0.0 0.0 0.444

=====

14
Properties=species:S:1:pos:R:3:forces:R:3:mulliken_charge:R:1 method="wB97M-V/def2-TZVPD" de_lowest_kj_mol=538.03 e_tot_ev=-10304.027 spin_multiplicity=1 homo_lumo_gap_ev=9.80 homo_ev=-9.1 mol_weight_g_mol=110.1
C 0.57850 0.25624 -1.41035 -2.0 -1.8 -1.8 -0.071
C 0.61163 1.05660 -0.08067 0.8 2.4 1.0 0.024
C 0.56960 -0.92698 -0.43440 0.9 -1.4 -0.1 0.048
C -0.67469 -0.82846 0.36460 -2.4 0.3 4.1 0.042
C -0.72926 0.62917 0.70769 -0.7 -1.9 -3.4 -0.499
H 1.02967 2.15633 -0.07157 -0.9 -2.2 0.3 0.397
H 1.88989 -0.14328 1.39339 -1.6 -0.4 -1.7 0.271
H 0.75197 -1.94019 -0.78734 0.8 0.1 0.2 0.476
H -0.64017 -1.41826 1.46043 -0.5 0.7 -3.5 0.262
H -2.28317 0.37706 -0.70036 0.7 -1.2 -0.6 0.272
H -1.05760 0.77362 1.66336 0.5 1.6 2.5 0.480
N 1.49702 -0.10054 0.40867 1.3 1.5 -1.2 -0.529
N -1.98518 -0.14071 0.12871 2.3 1.2 0.4 -0.619
O 0.44178 0.24941 -2.64216 0.8 1.1 3.9 -0.555

=====

99
Properties=species:S:1:pos:R:3:forces:R:3:mulliken_charge:R:1 method="wB97M-V/def2-TZVPD" e_tot_ev=-87112.613 spin_multiplicity=1 homo_lumo_gap_ev=3.60 charge=-2 homo_ev=-0.4 mol_weight_g_mol=857.7
O -1.15479 2.21873 -1.12826 0.9 0.0 0.2 -1.097
C -0.11423 1.57212 -0.49536 -0.8 0.0 0.3 1.526
C -0.35118 0.15109 0.11324 -1.4 -1.1 -0.1 0.974
O -0.82538 -0.88280 -0.65864 1.1 0.2 -0.3 -0.551
H 0.22910 2.16286 0.38565 0.4 0.0 0.2 -0.465
H 0.81342 1.43327 -1.10829 0.1 0.2 -0.6 -0.628
H -1.06165 0.25691 0.96318 0.0 0.5 0.2 -0.949
H 0.60042 -0.15075 0.63578 0.6 0.4 0.0 -0.422
C 3.51974 1.60994 -0.08590 -1.0 -1.0 1.5 -0.143
N 3.89756 2.20309 1.23722 1.4 0.4 -1.2 1.058
O 4.15538 1.45305 2.14464 -0.5 -0.3 0.6 -0.618
O 4.19322 3.38554 1.21671 -0.5 0.4 0.4 -0.616
H 4.29919 0.86037 -0.19942 0.3 0.4 -0.9 0.321
H 3.31168 2.40747 -0.78254 0.4 -0.2 -0.3 0.292
H 2.62672 1.00053 0.08158 -0.2 0.3 0.0 -0.251
C 0.39663 6.00100 2.71226 0.3 0.2 -0.1 -0.644
N 0.80478 4.65169 3.15851 0.8 -0.5 -0.5 0.868
O 1.15099 3.87564 2.29982 -0.2 -0.1 -0.3 -0.426
O 0.91366 4.43457 4.34416 -0.4 0.3 0.8 -0.601
H -0.04705 5.94885 1.72307 -0.2 -0.1 0.1 0.166
H 1.35343 6.51543 2.61957 -0.1 0.2 0.1 0.315
H -0.22274 6.45716 3.47497 -0.1 0.0 -0.1 0.290
C -2.23005 2.89868 2.21282 -0.1 0.6 -0.1 -0.300
N -3.41432 2.88716 1.31180 0.0 -0.2 -0.1 1.004
O -4.07031 3.92823 1.24893 0.1 0.0 0.0 -0.687
O -3.64835 1.87840 0.71191 -0.3 0.0 0.0 -0.392
H -2.56797 3.36274 3.13797 0.0 -0.3 0.1 0.422
H -1.53036 3.58684 1.74171 0.2 -0.3 -0.1 -0.144
H -1.84071 1.89086 2.30059 0.1 0.0 -0.1 0.004
C -0.65382 -3.74037 -1.85449 -0.1 0.6 0.1 -0.385
N -2.06487 -3.73529 -1.34523 -0.1 0.2 0.0 1.136
O -2.83618 -2.89664 -1.72238 0.0 -0.2 -0.3 -0.520
O -2.35086 -4.62315 -0.54136 0.2 0.0 0.0 -0.670
H -0.53146 -4.61681 -2.48657 0.0 -0.2 0.3 0.322
H -0.05972 -3.72640 -0.94589 0.2 -0.3 -0.1 0.101
H -0.43374 -2.83240 -2.41010 -0.4 0.2 0.1 -0.001
C -0.86871 5.46099 -1.71700 0.1 -0.1 1.3 -1.174
N -1.30018 6.87690 -1.47980 0.7 -0.9 -1.1 1.039
O -2.01009 7.37106 -2.33684 -0.1 0.4 0.7 -0.606
O -0.81567 7.44648 -0.51854 -0.5 0.3 0.0 -0.604
H -1.02397 5.15564 -2.74142 -0.4 0.3 0.2 0.709
H -1.35977 4.78429 -1.00898 -0.4 -0.1 -0.3 0.327
H 0.16878 5.41562 -1.39011 0.1 0.1 -0.3 0.252
C -5.05993 -5.07394 3.71046 -0.1 -0.2 -0.3 -0.409
C -5.38343 -4.78081 2.38990 -0.4 0.2 0.6 -0.665
C -4.89619 -3.62791 1.79947 0.6 0.6 0.0 -0.143
C -4.08209 -2.77537 2.55766 -0.9 -0.9 0.9 -0.025
C -3.83817 -3.03765 3.90947 0.8 0.7 -1.1 -0.261
C -4.22772 -4.23874 4.43487 -1.1 0.0 0.9 -0.392
N -3.59022 -1.53600 1.97784 1.1 0.8 -1.4 1.099
O -3.93774 -1.28366 0.85207 -0.7 -0.1 -0.1 -0.545
O -2.76440 -0.85588 2.57356 -0.4 -0.5 1.0 -0.582
H -5.53989 -5.91946 4.18747 0.2 -0.1 0.0 0.381
H -6.15463 -5.37418 1.91747 0.3 -0.1 -0.3 0.371
H -5.15083 -3.34281 0.78872 0.1 0.0 0.0 0.467
H -3.31276 -2.29364 4.49265 0.1 -0.1 0.0 0.351
H -4.10046 -4.40016 5.49828 0.3 -0.2 -0.1 0.376
C 1.28183 -2.95253 1.78549 -0.4 0.6 -0.8 0.165
C -0.07189 -2.96431 2.08394 -0.4 -1.1 1.1 -0.363
C -0.53539 -3.99476 2.89915 -0.3 -0.2 0.6 0.243
C 0.32314 -4.95906 3.43629 0.2 1.0 -1.2 -0.504
C 1.66958 -4.92339 3.09902 0.3 -0.6 -0.6 -0.514
C 2.14311 -3.95361 2.21815 -0.4 0.2 1.1 -0.736
N -0.21949 -6.10186 4.13375 -0.8 -0.7 0.0 0.944
O -1.41957 -6.14077 4.38502 0.4 0.4 0.0 -0.604
O 0.52295 -7.03766 4.37580 0.3 0.0 0.2 -0.635
H 1.60643 -2.14296 1.13974 0.2 -0.1 0.1 0.210
H -0.82598 -2.26215 1.75573 0.5 0.4 -0.5 0.439
H -1.58360 -4.05199 3.15011 0.0 -0.1 -0.1 0.290
H 2.32080 -5.74163 3.37460 0.0 0.1 0.3 0.415
H 3.17968 -3.90470 1.91789 -0.5 -0.5 0.7 0.671
C 1.05117 4.01017 -5.28582 -0.2 -0.2 -1.1 -0.619
C 1.03463 3.01118 -6.26824 0.0 -0.6 0.9 -0.676
C 0.62544 1.72938 -5.89547 -0.3 -0.3 -0.4 -0.531
C 0.06452 1.52726 -4.65032 0.3 1.1 -0.4 -0.376
C -0.01206 2.54229 -3.71417 -0.1 -0.2 0.2 1.156
C 0.49459 3.78850 -4.02986 1.1 0.1 -0.6 -1.099
N -0.49535 0.23237 -4.31363 0.5 -0.9 1.6 1.054
O -1.41953 0.22393 -3.54873 -0.5 0.0 -0.5 -0.432
O 0.11562 -0.78677 -4.66700 0.0 0.3 -0.7 -0.656
H 1.51353 4.92622 -5.63542 -0.2 0.4 0.6 0.401
H 1.34551 3.23253 -7.27895 0.3 -0.1 0.0 0.361
H 0.69030 0.84066 -6.51208 0.0 0.3 -0.4 0.442
H -0.43644 2.37797 -2.71581 -0.7 -0.2 0.8 0.370
H 0.55197 4.55452 -3.26831 0.2 -0.3 -0.3 0.589
C 3.29321 0.06127 -3.10604 -0.2 0.3 0.5 -0.178
C 4.65070 -0.14976 -2.99684 0.3 -0.1 0.0 -0.582
C 5.15777 -1.11096 -2.12858 0.6 -0.1 -0.2 -0.468
C 4.28544 -1.81537 -1.31937 -1.3 0.5 0.1 -0.471
C 2.91060 -1.57012 -1.38835 0.6 -0.6 0.4 0.052
C 2.42286 -0.63324 -2.27379 -0.6 -0.3 -0.7 0.250
N 4.74746 -2.75492 -0.28013 1.5 0.7 -1.0 1.069
O 5.95586 -2.94024 -0.24109 -0.1 -0.2 0.1 -0.670
O 3.96440 -3.25343 0.48448 0.0 0.1 -0.7 -0.684
H 2.92103 0.82072 -3.78263 -0.1 -0.1 0.0 0.370
H 5.32533 0.46038 -3.58457 0.1 -0.2 -0.1 0.363
H 6.22107 -1.30770 -2.14252 0.0 0.0 0.4 0.411
H 2.27224 -2.16099 -0.74387 -0.3 0.3 -0.2 0.173
H 1.34837 -0.52285 -2.37643 -0.1 0.1 0.4 0.106

=====

16
Properties=species:S:1:pos:R:3:forces:R:3:mulliken_charge:R:1 method="wB97M-V/def2-TZVPD" de_lowest_kj_mol=412.92 e_tot_ev=-30157.885 spin_multiplicity=1 homo_lumo_gap_ev=8.33 homo_ev=-7.9 mol_weight_g_mol=149.6 smiles=N[C@]12CSC[C@@H]1[C@@H]2Cl
C 0.66756 0.17178 -0.32476 -1.2 0.5 -0.7 0.812
C 1.18888 -1.16242 -0.72114 3.5 -0.8 0.2 -1.044
C -1.10317 -1.25632 0.80591 -0.1 0.0 1.3 -0.631
C 0.08653 -0.19190 1.05665 -4.0 -1.2 -1.0 -0.462
C 0.64295 1.17241 0.89601 -0.2 -0.1 -1.8 -0.193
H -0.25816 0.13787 -2.33775 0.5 1.2 2.9 0.218
H -0.36781 1.76471 -1.41437 0.8 -4.0 -0.1 0.154
H 1.97439 -1.43636 0.04525 -0.9 -0.2 -0.8 0.324
H 1.74793 -1.19208 -1.68017 -0.7 0.0 0.2 0.469
H -2.12240 -0.83965 0.52989 1.6 -0.5 -0.2 0.308
H -1.31076 -1.98194 1.74133 0.9 1.6 -2.3 0.316
H 0.76969 -0.62225 1.69068 1.7 -1.6 1.0 0.291
H 1.56258 1.47295 1.35697 0.1 -0.4 0.7 0.338
N -0.17938 0.64993 -1.38058 -1.6 2.5 -1.8 -0.560
S -0.21987 -2.38631 -0.77407 -0.4 2.4 2.3 -0.118
Cl -0.35991 2.58393 0.69655 -0.1 0.6 0.2 -0.222